Model a:
Formula: C5H14N2S
Source: the OMol25 dataset
Level of theory: ωB97M-V with the def2-TZVPD basis set

Last column: Mulliken charge in e.
CARTESIAN COORDINATES (ANGSTROEM)
C -2.60 -1.68 0.73  -0.98
C -2.12 -0.92 2.01  -0.29
C -1.14 0.90 0.98  -0.68
N -0.89 -0.14 1.95  -0.23
H -2.71 -0.99 -0.12  0.29
H -1.88 -2.49 0.42  0.27
H -3.61 -2.16 0.87  0.36
H -2.98 -0.27 2.32  0.31
H -2.06 -1.65 2.84  0.33
H -1.95 1.59 1.30  0.35
H -0.25 1.48 0.79  0.18
H -1.36 0.52 -0.06  0.21
C 1.81 -0.45 -0.11  0.12
C 1.90 1.05 -0.50  -0.72
S 0.64 1.37 -1.79  -0.21
N 1.93 -1.39 -1.28  -0.66
H 0.81 -0.67 0.36  -0.18
H 2.62 -0.68 0.66  0.31
H 2.91 1.27 -0.90  0.38
H 1.73 1.72 0.38  0.33
H 2.87 -1.26 -1.77  0.25
H 1.22 -1.09 -1.97  0.26

- HOMO-LUMO gap (eV) = 4.00
- charge = 0
- HOMO energy (eV) = -7.65

=====

Model b:
Formula: C5H14N2S
Source: the OMol25 dataset
Level of theory: ωB97M-V with the def2-TZVPD basis set

Last column: Mulliken charge in e.
CARTESIAN COORDINATES (ANGSTROEM)
N -2.78 -2.49 -1.22  -0.52
C -1.45 -2.10 -1.18  -0.13
C -0.67 -2.09 -0.11  -0.27
N 0.63 -1.48 -0.10  -0.52
H -3.01 -2.94 -2.10  0.25
H -3.00 -3.12 -0.47  0.24
H -1.06 -1.69 -2.10  0.25
H -0.98 -2.46 0.85  0.29
H 1.35 -2.12 0.21  0.29
H 0.87 -1.14 -1.03  0.22
C -0.17 1.77 -1.12  -0.99
C 0.67 2.68 -0.26  -0.25
C 1.68 1.94 0.60  -0.76
S 0.94 0.79 1.82  -0.31
H -0.66 1.01 -0.50  0.27
H 0.46 1.28 -1.86  0.24
H -0.96 2.31 -1.66  0.35
H 1.23 3.39 -0.88  0.31
H 0.05 3.27 0.40  0.26
H 2.29 2.62 1.18  0.34
H 2.37 1.33 0.02  0.33
H 0.70 -0.31 0.88  0.14

- HOMO-LUMO gap (eV) = 8.65
- charge = 0
- SMILES = N/C=C/N.CCCS
- HOMO energy (eV) = -7.83

=====

Which structure wins on stability? model b wins.

=====

Model a:
Formula: C2H9N4O
Source: the OMol25 dataset
Level of theory: ωB97M-V with the def2-TZVPD basis set

Last column: Mulliken charge in e.
CARTESIAN COORDINATES (ANGSTROEM)
C 1.67 -0.17 0.02  0.60
C -1.99 -0.09 -0.05  0.31
N 2.90 0.38 0.29  -0.47
N 0.56 0.51 0.12  -0.44
N -2.86 0.87 -0.26  -0.31
N 1.60 -1.49 -0.29  -0.43
O -2.44 -1.17 0.40  -0.37
H 0.63 -1.60 -0.65  0.22
H 3.00 1.29 0.67  0.23
H 3.48 -0.25 0.78  0.24
H 0.75 1.49 0.29  0.17
H -0.68 0.19 0.04  0.21
H -2.56 1.77 -0.57  0.22
H -3.88 0.87 -0.08  0.22
H 2.32 -1.81 -0.86  0.26
H -3.32 -1.29 0.76  0.32

- HOMO-LUMO gap (eV) = 10.93
- charge = +1
- HOMO energy (eV) = -13.79

=====

Model b:
Formula: C2H9N4O
Source: the OMol25 dataset
Level of theory: ωB97M-V with the def2-TZVPD basis set

Last column: Mulliken charge in e.
CARTESIAN COORDINATES (ANGSTROEM)
C 0.92 0.51 1.80  0.08
C 0.29 -0.35 -0.90  0.10
N -1.21 1.44 -0.39  -0.53
N 1.40 -0.13 0.81  -0.31
N -0.95 0.11 -0.53  -0.14
N 0.45 -1.67 -1.25  -0.38
O -0.01 1.40 1.91  -0.51
H 1.33 0.31 2.82  0.35
H 0.94 0.39 -1.46  0.29
H -0.81 1.98 -1.23  0.30
H -2.17 1.69 -0.30  0.27
H 2.23 -0.64 1.02  0.22
H -1.47 -0.44 0.12  0.29
H -0.58 1.60 0.96  0.49
H 1.28 -2.01 -1.63  0.25
H 0.02 -2.26 -0.59  0.23

- HOMO-LUMO gap (eV) = 11.05
- charge = +1
- HOMO energy (eV) = -14.19

=====

Which structure wins on stability? model a wins.

=====

Model a:
Formula: H80O40
Source: the OMol25 dataset
Level of theory: ωB97M-V with the def2-TZVPD basis set

Last column: Mulliken charge in e.
CARTESIAN COORDINATES (ANGSTROEM)
H 1.61 0.34 2.47  0.13
H 0.52 -0.35 3.15  0.03
O 1.32 -0.57 2.62  -0.17
H -0.44 1.44 4.84  0.32
H 0.42 2.27 5.83  0.24
O 0.10 2.25 4.98  -0.59
H -1.56 0.75 -2.81  -0.18
H -2.05 1.25 -4.20  0.17
O -1.60 1.49 -3.34  -0.05
H -3.67 -2.90 -3.29  0.30
H -3.82 -4.23 -2.60  0.33
O -4.32 -3.41 -2.62  -0.60
H 4.64 -1.07 3.16  0.30
H 5.87 -0.21 3.28  0.33
O 5.58 -1.09 3.57  -0.62
H -2.75 0.92 -0.46  -0.07
O -2.50 1.30 0.42  -0.42
H -2.37 -3.58 5.08  0.31
O -1.38 -3.83 5.06  -0.52
H -1.75 0.85 1.73  0.13
H -1.53 -0.09 2.90  0.11
O -1.84 0.78 2.69  0.16
H 5.13 -0.87 -3.48  0.33
H 5.45 -1.56 -2.22  0.33
O 5.67 -0.77 -2.65  -0.73
H 5.62 2.57 -2.21  0.36
H 5.57 1.05 -2.31  0.45
O 5.25 1.88 -2.72  -0.67
H -1.01 -1.59 -1.45  -0.27
H -2.07 -1.44 -2.85  -0.06
O -1.53 -1.05 -2.18  0.27
H -0.72 0.98 -0.63  -0.52
O -0.34 1.68 -1.13  1.90
H -0.45 -3.62 -1.48  0.48
H 1.07 -3.37 -1.55  -0.06
O 0.39 -3.94 -1.24  -0.52
H 2.28 4.21 -1.72  0.31
H 0.64 4.70 -1.55  0.36
O 1.48 4.53 -2.20  -0.72
H -0.06 -2.41 -5.23  0.31
H 0.42 -1.90 -3.83  0.29
O -0.05 -2.64 -4.22  -0.63
H -3.56 2.20 4.39  0.31
H -4.39 3.48 3.55  0.33
O -4.36 2.50 4.06  -0.66
H -1.24 3.81 2.74  0.32
H -2.09 3.10 1.65  0.35
O -1.83 3.99 2.04  -0.77
H 3.82 -1.45 -1.66  0.58
H 2.78 -2.44 -1.69  -0.02
O 3.53 -2.28 -2.12  -0.71
H 2.75 1.66 0.26  0.22
O 2.22 1.78 1.07  -0.41
H -4.35 0.03 -3.45  0.27
H -5.57 1.08 -3.28  0.33
O -5.30 0.17 -3.57  -0.62
H -1.43 -5.08 -1.03  0.25
O -1.99 -4.74 -1.69  -0.69
H -4.29 3.95 -2.89  0.35
H -3.62 2.77 -2.82  0.35
O -4.60 2.95 -2.82  -0.71
H 2.29 -5.08 -2.01  0.25
H 2.19 -5.30 -3.52  0.25
O 2.53 -4.84 -2.81  -0.50
H -1.51 -0.31 4.90  0.23
H -3.05 -0.10 5.74  0.27
O -2.43 0.11 4.97  -0.50
H 5.60 2.77 2.07  0.29
H 4.41 2.29 1.28  0.29
O 5.36 2.53 1.17  -0.60
H -3.70 0.14 3.21  0.31
H -4.65 -0.37 1.87  0.24
O -4.26 -0.39 2.67  -0.76
H 3.50 -1.42 1.02  0.08
H 2.88 -2.84 0.76  0.24
O 3.02 -1.95 0.40  -0.33
H -1.08 3.69 -3.98  0.36
H -1.42 3.70 -2.60  0.21
O -1.67 4.16 -3.31  -0.68
H 1.18 2.92 -3.20  0.34
H 0.78 4.00 -4.29  0.36
O 0.80 3.08 -4.11  -0.80
H -0.29 3.13 -0.44  0.25
H -0.39 4.34 0.79  0.22
O -0.30 4.09 -0.21  -0.66
H 1.04 0.90 -4.74  0.33
H 1.78 -0.32 -4.74  0.27
O 0.99 0.03 -5.21  -0.69
H 0.79 -2.05 4.57  0.29
O 0.47 -1.72 5.52  -0.59
H 2.75 -3.66 2.82  0.28
H 2.51 -5.14 2.77  0.27
O 2.47 -4.38 2.18  -0.69
H 1.49 2.26 0.65  0.02
H -3.45 0.86 0.69  0.14
H -2.82 -4.60 -1.11  0.36
H -1.35 -4.67 4.67  0.26
H -0.14 1.36 -2.05  -0.34
H 0.48 -2.41 6.07  0.23
O -3.31 -2.70 2.01  -0.58
H -3.42 -1.70 2.08  0.46
H -4.23 -2.83 1.61  0.31
O 1.52 4.99 2.63  -0.59
H 1.23 4.05 2.29  0.27
H 1.50 5.04 3.58  0.29
O 0.12 -4.03 2.34  -0.44
H 0.42 -3.76 1.48  0.22
H -0.78 -4.20 2.29  0.23
O 2.45 0.47 -2.51  -0.28
H 2.56 -0.44 -2.98  0.18
H 1.93 0.20 -1.62  0.04
O 0.19 -1.02 0.19  1.25
H 1.02 -1.02 0.69  -0.45
H -0.41 -1.62 0.56  -0.20
O 3.46 2.64 -1.10  -0.62
H 3.90 3.32 -0.69  0.25
H 4.10 2.44 -1.91  0.30
O -5.79 -0.24 -0.28  -0.57
H -5.62 -1.02 -0.54  0.31
H -5.35 0.30 -0.93  0.26

- HOMO-LUMO gap (eV) = 9.44
- charge = 0
- HOMO energy (eV) = -10.14

=====

Model b:
Formula: H80O40
Source: the OMol25 dataset
Level of theory: ωB97M-V with the def2-TZVPD basis set

Last column: Mulliken charge in e.
CARTESIAN COORDINATES (ANGSTROEM)
H 0.00 0.44 -1.30  0.19
H -0.55 1.68 -0.36  -0.04
O 0.10 1.37 -1.07  0.81
H -1.92 5.03 -1.16  0.30
H -1.71 4.00 -0.03  0.37
O -1.27 4.61 -0.65  -0.91
H -1.91 -5.58 2.36  0.29
H -1.93 -4.59 1.34  0.20
O -1.40 -4.79 2.14  -0.53
H 3.11 2.08 -0.93  0.22
H 3.20 1.88 -2.63  0.18
O 3.21 1.45 -1.76  -0.20
H -2.06 1.31 -4.83  0.36
H -2.39 2.18 -3.63  0.29
O -2.75 1.54 -4.22  -0.75
H -5.05 -0.84 -0.56  0.25
O -5.26 -1.45 -1.26  -0.52
H 5.52 -1.12 -3.46  0.28
O 5.06 -0.67 -2.77  -0.59
H 0.08 -4.72 4.50  0.31
H 0.55 -5.28 3.19  0.34
O 0.90 -5.07 4.09  -0.68
H -0.24 5.05 0.77  0.35
H 0.87 5.31 1.85  0.28
O -0.01 5.09 1.71  -0.60
H -3.21 -0.02 -3.39  0.31
H -2.43 -0.93 -4.40  0.25
O -2.76 -0.84 -3.54  -0.46
H 1.17 -0.26 -3.76  0.32
H 2.40 0.24 -4.23  0.20
O 1.50 0.09 -4.60  -0.69
H -6.22 1.48 -1.31  0.25
O -5.30 1.62 -1.01  -0.50
H 5.78 1.14 -0.52  0.28
H 5.96 -0.42 0.04  0.27
O 6.06 0.52 0.17  -0.57
H 4.39 -1.28 4.78  0.30
H 4.74 -1.71 3.36  0.29
O 4.86 -1.02 3.97  -0.61
H -1.69 -3.26 -4.54  0.29
H -1.49 -4.56 -3.69  0.28
O -1.30 -3.59 -3.70  -0.55
H 2.44 -4.25 0.84  0.38
H 2.83 -3.40 -0.31  0.36
O 2.86 -4.35 0.01  -0.66
H 2.72 -0.69 0.74  0.03
H 2.36 0.39 1.57  0.17
O 2.09 -0.51 1.46  0.13
H 3.89 -1.82 -2.01  0.28
H 2.31 -1.88 -2.30  0.23
O 3.00 -1.91 -1.59  -0.56
H 5.41 2.99 2.62  0.34
O 5.32 3.58 1.81  -0.66
H -2.94 -3.15 4.78  0.30
H -1.98 -2.12 4.16  0.30
O -2.91 -2.25 4.28  -0.59
H -5.68 -0.91 2.25  0.27
O -4.74 -0.76 2.00  -0.55
H 2.20 -0.08 3.74  0.14
H 1.96 0.36 5.17  0.24
O 1.98 0.69 4.26  -0.49
H 4.30 3.93 -0.23  0.24
H 4.41 3.84 -1.84  0.28
O 3.80 3.98 -1.10  -0.64
H -1.38 2.16 0.92  -0.29
H -0.47 3.12 1.55  0.29
O -0.77 2.18 1.65  -0.51
H -0.83 -3.09 0.16  0.09
H -1.75 -2.04 0.78  0.27
O -1.78 -2.96 0.35  -0.18
H -4.16 -3.52 1.65  0.26
H -5.42 -3.07 1.45  0.33
O -5.04 -3.75 2.01  -0.63
H -1.51 -0.44 5.57  0.36
H -1.78 0.77 4.71  0.30
O -1.18 0.48 5.42  -0.68
H 1.04 2.20 1.39  0.35
H 1.23 1.25 0.29  0.34
O 1.76 1.90 0.79  -0.58
H 0.08 3.41 5.00  0.33
H -0.22 3.49 3.57  0.23
O 0.21 4.06 4.28  -0.59
H -0.11 2.79 -4.68  0.33
H 0.26 1.60 -5.61  0.32
O -0.32 2.42 -5.49  -0.70
H 3.82 2.24 -4.81  0.22
H 2.42 2.64 -5.02  0.22
O 2.98 2.08 -4.46  -0.48
H 0.04 2.92 -2.71  0.33
O -0.83 3.23 -2.85  -0.81
H -0.50 -0.16 1.73  -0.09
H -0.14 -1.58 2.19  -0.15
O -0.85 -1.01 1.93  0.57
H 4.65 3.08 1.30  0.30
H -5.71 -0.84 -1.86  0.26
H -4.13 -1.08 2.73  0.28
H 4.72 0.20 -3.15  0.25
H -5.07 2.42 -1.52  0.24
H -0.99 3.61 -1.95  0.29
O 2.72 -3.42 2.76  -0.65
H 2.03 -4.06 2.78  0.32
H 2.54 -2.65 2.29  0.22
O 0.23 -1.27 -1.88  -0.35
H 0.62 -1.40 -0.97  -0.12
H 0.01 -2.21 -1.99  0.25
O -0.06 -1.69 4.78  -0.60
H 0.06 -0.90 5.34  0.42
H 0.52 -1.53 4.07  0.10
O -0.53 -1.35 -5.92  -0.68
H -0.26 -0.42 -6.05  0.29
H 0.05 -1.53 -5.19  0.38
O -2.72 1.87 -0.63  0.00
H -3.06 1.04 -0.38  0.05
H -2.33 1.61 -1.53  -0.02
O -3.35 3.53 1.33  -0.43
H -3.54 3.47 2.26  0.22
H -4.06 4.04 0.96  0.21
O -3.47 -3.85 -2.25  -0.63
H -3.51 -3.27 -3.02  0.32
H -3.35 -3.27 -1.51  0.27

- HOMO-LUMO gap (eV) = 9.00
- charge = 0
- HOMO energy (eV) = -9.70

=====

Which structure wins on stability? model b wins.